Record 1
DFT (ωB97M-V/def2-TZVPD) results for a 2-piece molecular cluster, C6H12N2 overall at a distorted geometry.

Output
- strongest force on any atom (eV/A) = 2.095
- HOMO level (hartree) = -0.3183
- Kohn-Sham gap (eV) = 9.5
- lowest unoccupied orbital energy (eV) = 0.868
- calculated total energy (eV) = -9396.4663
- SMILES = Cc1c[nH]cn1.CC

```
20
C6H12N2, DFT ωB97M-V/def2-TZVPD
C -0.026 1.967 -1.287
C -0.513 1.488 0.014
C -1.800 1.187 0.358
N -1.806 1.056 1.732
C -0.540 1.224 2.156
N 0.266 1.580 1.172
H 0.393 1.176 -1.925
H 0.662 2.797 -1.176
H -0.904 2.194 -1.896
H -2.703 1.035 -0.202
H -2.610 0.809 2.298
H -0.199 1.433 3.157
C 0.828 -2.680 -1.049
C 1.600 -1.837 -0.040
H 0.768 -2.156 -2.000
H 1.234 -3.672 -1.239
H -0.171 -2.887 -0.654
H 2.137 -2.373 0.743
H 2.413 -1.289 -0.531
H 0.973 -1.053 0.369
```

***

Record 2
DFT (ωB97M-V/def2-TZVPD) results for one molecule with the formula C7H10O5.

Output
- strongest force on any atom (eV/A) = 0.763
- HOMO level (hartree) = -0.3637
- Kohn-Sham gap (eV) = 10.3
- lowest unoccupied orbital energy (eV) = 0.411
- calculated total energy (eV) = -17658.4704
- SMILES = O=C(O)C1=C[C@@H](O)[C@@H](O)[C@H](O)C1

```
22
C7H10O5, DFT ωB97M-V/def2-TZVPD
O 0.693 -2.063 -2.390
C 0.630 -2.003 -1.187
O 1.175 -2.942 -0.398
C -0.036 -0.922 -0.435
C 0.006 -0.829 0.895
C -0.685 0.327 1.538
O -0.325 0.391 2.900
C -0.259 1.633 0.817
O 1.066 1.946 1.166
C -0.363 1.536 -0.725
O -1.324 2.430 -1.235
C -0.759 0.132 -1.209
H 1.603 -3.618 -0.947
H 0.532 -1.521 1.530
H -1.774 0.208 1.422
H -0.870 1.049 3.346
H -0.926 2.447 1.158
H 1.246 1.533 2.025
H 0.637 1.777 -1.112
H -1.004 3.332 -1.126
H -0.546 0.035 -2.273
H -1.839 0.035 -1.067
```

***

Record 3
DFT (ωB97M-V/def2-TZVPD) results for C23H20N2O4PS4SbTa as an isolated structure at a distorted geometry.

Output
- strongest force on any atom (eV/A) = 5.431
- HOMO level (spin up / spin down) (hartree) = -0.2628 / -0.2763
- Kohn-Sham gap (spin up / spin down) (eV) = 6.8 / 6.5
- lowest unoccupied orbital energy (spin up / spin down) (eV) = -0.304 / -1.020
- expectation value of S² = 0.76
- 2S+1 = 2
- calculated total energy (eV) = -96062.3344

```
56
C23H20N2O4PS4SbTa, DFT ωB97M-V/def2-TZVPD
Ta -0.172 -0.144 0.198
S 1.363 -1.641 -3.993
Sb 1.250 0.337 -2.935
S -1.279 -1.520 -1.428
S 1.997 -0.301 -0.654
S -1.196 0.433 -1.932
C 4.406 3.954 -0.446
C 3.311 4.675 -0.894
C 2.026 4.256 -0.593
C 1.829 3.127 0.196
C 2.936 2.414 0.660
C 4.216 2.819 0.328
P 0.175 2.491 0.633
C -0.946 3.752 -0.087
C -1.363 3.649 -1.412
C -2.262 4.564 -1.935
C -2.732 5.604 -1.151
C -2.273 5.745 0.146
C -1.389 4.827 0.681
C 0.034 2.881 2.416
C -1.198 2.698 3.047
C -1.329 2.926 4.404
C -0.243 3.359 5.148
C 0.966 3.592 4.516
C 1.109 3.353 3.160
H 5.408 4.282 -0.685
H 3.463 5.569 -1.482
H 1.182 4.815 -0.967
H 2.787 1.536 1.279
H 5.067 2.247 0.669
H -0.998 2.849 -2.046
H -2.599 4.459 -2.954
H -3.444 6.309 -1.552
H -2.607 6.569 0.755
H -1.046 4.947 1.698
H -2.054 2.375 2.468
H -2.279 2.752 4.886
H -0.351 3.525 6.210
H 1.812 3.947 5.084
H 2.059 3.538 2.681
O 0.148 -2.297 0.842
N 1.055 -2.767 1.642
C 2.301 -2.978 1.189
C 3.285 -3.428 2.041
C 2.981 -3.689 3.369
C 1.669 -3.525 3.790
C 0.719 -3.068 2.906
H 2.484 -2.731 0.151
H 4.285 -3.572 1.663
H 3.743 -4.006 4.064
H 1.374 -3.734 4.805
H -0.321 -2.894 3.149
O -1.699 -1.252 2.427
N -1.158 -0.282 1.941
O -1.770 0.522 1.197
O 0.041 0.027 2.224
```